Record 1
The following is a quantum chemistry calculation of a structure of composition C21H43BMg2N3O24 at a distorted geometry, from the OMol25 dataset.

Last column: Mulliken charge in e.
Cartesian coordinates (Å):
Mg -2.027 -1.001 2.447  1.805
Mg 1.614 0.102 -2.120  0.278
O 3.649 -2.173 6.069  -0.628
C 3.975 -1.719 4.986  0.587
O 3.356 -1.990 3.867  -0.420
B 4.042 -1.373 2.673  1.259
O 5.029 -0.540 3.346  -0.722
C 5.034 -0.662 4.678  0.501
O 5.815 -0.112 5.464  -0.601
O 3.171 -0.600 1.745  -0.508
C 3.311 -1.059 0.526  -0.030
O 2.696 -0.758 -0.512  -0.200
C 4.336 -2.242 0.582  0.543
O 4.752 -2.359 1.844  -0.430
O 4.615 -3.052 -0.355  -0.671
N 0.037 -3.436 2.337  0.631
O -0.106 -4.528 2.840  -0.708
O 1.051 -3.237 1.759  -0.505
O -0.837 -2.599 2.336  -0.610
N -0.814 0.512 -0.021  0.274
O -1.344 1.573 -0.156  -0.483
O 0.116 0.220 -0.772  -0.464
O -1.225 -0.170 0.875  -0.341
C -1.681 4.689 0.375  -0.626
N -3.111 5.096 0.473  0.947
O -3.803 4.532 1.331  -0.534
O -3.469 5.917 -0.351  -0.552
H -1.222 5.668 0.512  0.408
H -1.324 4.402 -0.614  0.223
H -1.398 3.997 1.168  0.102
C 2.765 2.770 -0.863  -0.806
O 2.145 1.932 -1.907  0.870
C 1.493 2.903 -2.900  -0.633
C 0.943 2.084 -4.085  -0.706
O 0.556 0.863 -3.487  0.354
C -0.473 0.091 -4.169  -0.773
H 3.126 2.178 -0.022  0.179
H 1.878 3.230 -0.428  0.161
H 3.479 3.538 -1.161  0.332
H 2.228 3.633 -3.241  0.537
H 0.615 3.409 -2.497  0.184
H 1.630 2.052 -4.930  0.264
H 0.096 2.603 -4.535  0.488
H -1.248 0.776 -4.513  0.411
H -0.858 -0.722 -3.554  -0.008
H -0.046 -0.264 -5.107  0.274
C 0.666 -0.396 3.961  -0.651
O -0.703 -0.138 3.570  0.482
C -1.275 0.948 4.293  -0.737
C -2.402 1.531 3.376  -0.091
O -3.190 0.573 2.782  -0.434
C -4.217 1.229 2.002  -0.576
H 1.320 0.450 3.750  0.459
H 1.040 -1.220 3.353  -0.237
H 0.719 -0.702 5.005  0.388
H -0.559 1.745 4.489  0.464
H -1.683 0.667 5.264  0.400
H -1.980 2.272 2.697  -0.193
H -3.063 2.109 4.021  0.587
H -4.832 0.432 1.585  0.163
H -3.759 1.796 1.192  0.057
H -4.879 1.856 2.600  0.388
C -3.595 0.287 -2.131  -0.924
O -3.103 -0.667 -1.165  0.425
C -3.903 -1.837 -1.011  -0.846
C -3.337 -2.681 0.093  -0.481
O -3.431 -1.945 1.334  -0.132
C -4.742 -2.129 1.994  -1.200
H -4.588 0.672 -1.902  0.346
H -3.611 -0.238 -3.086  0.355
H -2.915 1.137 -2.192  0.063
H -3.806 -2.417 -1.929  0.490
H -4.952 -1.576 -0.871  0.395
H -2.296 -2.940 -0.104  -0.040
H -3.754 -3.688 0.097  0.520
H -4.993 -1.398 2.763  0.409
H -4.854 -3.167 2.306  0.322
H -5.570 -1.816 1.357  0.406
C 0.142 -2.643 -1.951  -0.490
O 1.182 -1.696 -2.493  0.215
C 2.364 -2.424 -2.895  -0.684
C 3.357 -1.488 -3.625  -0.954
O 3.118 -0.086 -3.172  0.551
C 4.107 0.651 -3.939  -1.074
H 0.131 -3.568 -2.528  0.562
H -0.867 -2.231 -1.924  -0.398
H 0.420 -2.772 -0.905  0.249
H 2.194 -3.254 -3.581  0.655
H 2.848 -2.782 -1.985  0.262
H 3.238 -1.600 -4.703  0.414
H 4.344 -1.855 -3.347  0.521
H 5.140 0.308 -4.003  0.437
H 4.287 1.618 -3.469  0.156
H 3.675 0.899 -4.908  0.342

- energy above the lowest of the compared OMol25 structures with the same formula, charge and spin (eV) = 4.475
- highest occupied orbital energy (eV) = -10.766
- total charge = +1
- gap between HOMO and LUMO (eV) = 8.239

Record 2
The following is a quantum chemistry calculation of the molecule C19H19N3O, from the OMol25 dataset.

Last column: Mulliken charge in e.
Cartesian coordinates (Å):
O 2.462 1.847 1.483  -0.702
C 1.892 1.249 0.586  0.286
N 0.821 1.720 -0.070  -0.107
C 0.147 2.936 0.330  -0.240
C -1.177 2.628 1.069  -0.636
C -2.300 3.194 0.193  -0.637
C -1.684 3.269 -1.202  -0.523
C -0.263 3.739 -0.913  -1.020
C 2.447 -0.058 0.084  0.436
C 3.837 -0.115 0.010  -0.728
C 4.496 -1.267 -0.370  -0.583
C 3.765 -2.408 -0.659  -0.684
C 2.389 -2.379 -0.563  -0.781
C 1.709 -1.212 -0.205  0.480
C 0.253 -1.308 -0.126  0.454
N -0.619 -0.500 -0.669  -0.593
C -1.856 -1.017 -0.386  0.472
C -3.125 -0.553 -0.714  -0.472
C -4.204 -1.291 -0.277  -0.726
C -4.043 -2.462 0.467  -0.471
C -2.792 -2.942 0.800  -0.950
C -1.703 -2.205 0.365  0.616
N -0.349 -2.369 0.499  -0.097
H 0.293 1.089 -0.671  0.469
H 0.851 3.481 0.963  0.509
H -1.285 1.548 1.173  0.226
H -1.185 3.062 2.067  0.308
H -2.568 4.198 0.527  0.319
H -3.194 2.574 0.226  0.385
H -2.225 3.944 -1.864  0.428
H -1.660 2.277 -1.655  0.187
H 0.422 3.567 -1.741  0.391
H -0.264 4.804 -0.679  0.343
H 4.390 0.775 0.270  0.468
H 5.574 -1.280 -0.433  0.400
H 4.266 -3.319 -0.952  0.402
H 1.820 -3.269 -0.795  0.470
H -3.251 0.348 -1.291  0.462
H -5.204 -0.959 -0.512  0.394
H -4.919 -3.006 0.787  0.382
H -2.667 -3.848 1.373  0.398
H 0.122 -3.098 1.009  0.266

- energy above the lowest of the compared OMol25 structures with the same formula, charge and spin (eV) = 0.000
- SMILES string = O=C(NC1CCCC1)c1ccccc1-c1nc2ccccc2[nH]1
- highest occupied orbital energy (eV) = -8.644
- total charge = 0
- gap between HOMO and LUMO (eV) = 9.073

Record 3
The following is a quantum chemistry calculation of the molecule C2H4N2O at a distorted geometry, from the OMol25 dataset.

Last column: Mulliken charge in e.
Cartesian coordinates (Å):
C 1.474 -0.455 0.060  -0.325
N 0.930 0.706 -0.138  -0.542
N -0.414 0.908 0.018  0.123
C -1.389 -0.107 -0.134  0.140
O -2.596 -0.080 0.025  -0.511
H 2.563 -0.453 -0.230  0.261
H 1.013 -1.348 0.559  0.315
H -0.705 1.862 0.343  0.283
H -0.876 -1.034 -0.504  0.258

- energy above the lowest of the compared OMol25 structures with the same formula, charge and spin (eV) = 1.734
- SMILES string = C=NNC=O
- highest occupied orbital energy (eV) = -9.460
- total charge = 0
- gap between HOMO and LUMO (eV) = 10.070

Record 4
The following is a quantum chemistry calculation of a structure of composition C10H28N5O7P2SV at a distorted geometry, from the OMol25 dataset.

Last column: Mulliken charge in e.
Cartesian coordinates (Å):
V -0.296 -0.445 -0.290  0.827
C -1.516 0.821 2.165  -0.765
C -2.011 -0.622 2.092  -0.813
N -2.068 -1.100 0.691  0.014
C -3.302 -0.775 -0.062  -0.844
C -3.342 0.665 -0.577  -0.699
S -1.729 1.194 -1.310  -0.098
C -1.347 2.668 -0.305  -0.732
C -0.230 2.372 0.697  -0.794
N -0.356 1.013 1.262  -0.015
H -1.256 1.072 3.195  0.453
H -2.302 1.512 1.864  0.296
H -2.985 -0.704 2.584  0.437
H -1.310 -1.270 2.616  0.359
H -1.950 -2.107 0.705  0.274
H -4.193 -0.958 0.546  0.445
H -3.326 -1.462 -0.906  0.246
H -3.605 1.369 0.211  0.370
H -4.106 0.750 -1.348  0.606
H -2.268 2.995 0.175  0.399
H -1.040 3.466 -0.978  0.492
H -0.221 3.134 1.482  0.461
H 0.732 2.398 0.188  0.320
H 0.512 0.802 1.770  0.392
N 4.340 -0.448 0.671  -0.222
C 3.351 -1.508 0.205  0.676
C 4.049 -2.847 0.005  -1.891
P 2.041 -1.478 1.529  1.016
O 2.501 -2.553 2.616  -0.566
O 0.700 -1.888 0.963  -0.647
O 2.212 -0.112 2.125  -1.084
P 2.615 -0.910 -1.399  0.992
O 3.911 -0.170 -2.032  -0.661
O 2.213 -2.068 -2.219  -0.802
O 1.630 0.190 -1.041  -0.713
H 5.115 -0.874 1.180  0.347
H 3.808 0.168 1.310  0.324
H 4.712 0.069 -0.131  0.363
H 4.449 -3.227 0.946  0.507
H 4.857 -2.766 -0.726  0.461
H 3.332 -3.564 -0.389  0.381
H 1.973 -3.358 2.606  0.340
H 4.157 -0.566 -2.874  0.354
C -1.571 -4.102 -3.146  -0.827
N -1.093 -2.871 -3.750  -0.227
C -0.734 -1.795 -3.036  0.720
N -0.324 -0.693 -3.695  -0.390
O -0.840 -1.806 -1.789  -0.557
H -1.187 -4.951 -3.708  0.352
H -2.660 -4.149 -3.133  0.282
H -1.198 -4.164 -2.129  0.244
H -1.047 -2.816 -4.753  0.200
H 0.021 -0.805 -4.633  0.271
H 0.158 -0.004 -3.136  0.124

- 2S+1 = 2
- highest occupied orbital energy (alpha / beta) (eV) = -8.934 / -8.349
- total charge = +1
- gap between HOMO and LUMO (alpha / beta) (eV) = 7.024 / 6.440

Record 5
The following is a quantum chemistry calculation of a cluster of 3 separate species, C25H47F2N4O3P2Si in total at a distorted geometry, from the OMol25 dataset.

Last column: Mulliken charge in e.
Cartesian coordinates (Å):
C -5.980 -0.133 -0.702  -0.972
C -5.485 -1.095 -1.820  -0.984
P -3.636 -0.960 -1.921  0.439
C -2.841 -2.410 -2.770  -0.575
C -3.795 -3.599 -3.090  -1.228
C -3.067 0.688 -2.660  1.006
P -4.264 1.383 -3.935  0.359
O -3.654 1.366 -5.293  -0.686
C -2.887 1.786 -1.581  -2.467
C -1.427 1.914 -1.100  -0.275
C -0.844 0.767 -0.239  1.393
F -0.257 -0.198 -1.026  -0.356
F 0.187 1.300 0.488  -0.397
C -1.789 0.072 0.757  -0.338
C -1.290 0.055 2.233  -0.922
Si -0.070 -1.356 2.639  0.083
C -0.767 -3.044 2.113  -1.193
C 0.007 -1.380 4.539  -0.939
C 1.663 -1.028 1.962  0.882
C 2.532 -0.200 2.669  -0.724
C 3.772 0.043 2.122  -0.697
C 4.134 -0.501 0.917  -0.562
C 3.287 -1.333 0.221  -0.622
C 2.042 -1.587 0.758  -0.119
N -0.631 2.234 -2.307  0.435
N 0.780 2.219 -2.072  -0.521
C -0.998 1.565 -3.418  -0.596
N -0.626 2.031 -4.660  -0.365
N -1.768 0.449 -3.334  -0.005
H -6.714 -0.655 -0.079  0.391
H -5.160 0.124 -0.023  0.160
H -6.475 0.763 -1.091  0.262
H -5.685 -2.111 -1.467  0.482
H -6.021 -0.958 -2.764  0.526
H -2.089 -2.782 -2.068  0.288
H -2.269 -2.142 -3.667  0.487
H -3.618 -4.422 -2.395  0.328
H -3.505 -3.987 -4.074  0.348
H -4.849 -3.333 -3.173  0.308
H -4.598 2.725 -3.602  0.117
H -5.476 0.664 -3.944  0.092
H -3.098 2.732 -2.106  0.805
H -3.620 1.737 -0.777  0.507
H -1.408 2.804 -0.459  0.685
H -1.855 -0.973 0.443  -0.353
H -2.815 0.444 0.760  0.028
H -2.179 -0.189 2.837  0.501
H -0.940 1.026 2.595  0.501
H 0.004 -3.700 1.695  0.371
H -1.108 -3.552 3.024  0.410
H -1.635 -2.951 1.450  0.273
H 0.973 -1.720 4.925  0.061
H -0.210 -0.378 4.937  0.318
H -0.775 -2.031 4.947  0.383
H 2.212 0.222 3.619  0.497
H 4.448 0.705 2.660  0.503
H 5.106 -0.282 0.479  0.411
H 3.542 -1.775 -0.738  0.436
H 1.334 -2.224 0.230  0.237
H 1.168 3.167 -2.162  0.427
H 1.222 1.693 -2.823  0.293
H 0.278 1.854 -5.063  0.188
H -1.318 2.586 -5.142  0.223
H -1.924 0.066 -4.267  0.607
C 4.829 4.146 -1.327  -0.995
C 3.905 4.413 -2.483  0.693
O 2.736 4.081 -2.445  -0.600
C 4.484 5.106 -3.686  -1.129
H 4.281 3.643 -0.532  0.236
H 5.651 3.505 -1.649  0.333
H 5.224 5.087 -0.942  0.343
H 5.291 4.506 -4.108  0.342
H 4.864 6.088 -3.401  0.340
H 3.709 5.234 -4.439  0.295
C 4.590 -3.209 7.442  -1.198
C 3.583 -2.970 6.345  0.800
O 2.425 -3.300 6.466  -0.544
C 4.078 -2.301 5.086  -0.576
H 4.100 -3.695 8.283  0.322
H 5.390 -3.857 7.079  0.324
H 5.009 -2.259 7.778  0.323
H 4.854 -2.909 4.619  0.407
H 4.472 -1.310 5.321  0.310
H 3.251 -2.192 4.387  -0.184

- highest occupied orbital energy (eV) = -10.669
- total charge = +1
- gap between HOMO and LUMO (eV) = 6.755

| no. | DFT total energy (Ha) |
| --- | --- |
| 1 | -3220.7262 |
| 2 | -974.9913 |
| 3 | -263.2995 |
| 4 | -3223.3576 |
| 5 | -2597.1879 |